Below is a structure of composition C18H51B3NO4Sn2 at a distorted geometry, with properties calculated with the ωB97M-V functional and the def2-TZVPD basis.

Geometry as XYZ:
```
79
Properties=species:S:1:pos:R:3:forces:R:3
Sn 4.033 -1.623 -1.082 -2.169 1.235 -1.306
Sn 0.816 0.158 -3.835 1.497 -0.540 2.218
O -0.187 2.957 -2.573 -0.122 -0.010 1.149
O -1.491 -1.673 -2.203 0.668 0.547 -0.249
O 3.259 -1.933 2.118 -0.147 0.020 -0.546
O 4.470 5.175 0.761 -0.328 -1.984 0.622
N -4.274 -0.943 1.455 0.127 -0.648 0.938
C -1.269 2.337 -0.492 0.079 0.600 -0.823
C 4.498 2.907 0.015 -0.301 -0.147 0.664
C -0.297 -3.124 -0.759 0.313 -0.347 0.723
C -1.758 -3.966 -2.715 0.096 0.409 -0.199
C -5.184 -2.973 0.360 -0.193 0.083 -0.478
C 2.678 -1.114 2.810 0.598 0.388 0.172
C -1.194 -2.818 -1.910 -0.867 -0.618 -0.367
C -2.995 -0.871 0.753 -0.117 -0.576 0.124
C 4.157 4.009 1.017 -0.094 2.151 -1.561
C -4.671 0.252 2.171 -0.164 0.899 -0.753
C 0.427 4.292 -0.671 -0.768 0.268 -0.379
C 3.317 3.679 2.220 0.408 0.483 0.138
C -4.886 1.434 1.208 0.877 0.618 0.439
C -5.378 -1.486 0.684 0.082 -0.928 0.302
C -0.349 3.207 -1.370 0.911 -1.788 -0.590
C -1.830 -0.566 1.696 -0.960 -0.014 0.472
C 1.495 -1.491 3.675 0.004 -0.347 -0.388
C 3.096 0.346 2.825 -0.006 -0.098 0.336
B 4.074 0.538 -3.540 -1.456 -0.181 -0.127
B 1.425 0.215 -0.544 1.373 -0.103 0.000
B 2.141 -2.828 -3.368 0.754 0.890 -0.472
H -0.767 1.932 0.386 0.072 0.348 0.024
H 2.299 0.726 -0.917 3.592 1.979 -1.375
H -1.815 -1.258 2.538 -0.173 -0.365 -0.076
H 1.637 -2.164 -2.683 -2.360 3.257 3.152
H -2.190 -4.727 -2.065 0.151 -0.086 -0.107
H 1.289 0.475 0.494 -0.665 0.931 3.729
H -5.600 0.106 2.722 -0.224 -0.463 -0.309
H -0.357 4.986 -0.368 0.085 0.381 0.257
H -6.085 -3.384 -0.096 -0.140 0.114 -0.037
H -5.620 -0.884 -0.192 0.153 -0.041 -0.523
H 2.226 0.963 2.596 0.072 0.055 0.158
H 3.932 0.640 2.190 -0.209 -0.538 -0.489
H -5.722 1.289 0.523 -0.272 0.379 0.467
H -2.099 2.982 -0.203 -0.083 -0.025 0.325
H 5.560 2.684 0.115 0.064 0.010 -0.251
H 1.477 -1.085 4.687 0.253 0.255 -0.184
H 3.919 2.008 0.226 0.043 -0.125 0.117
H 4.242 3.197 -1.004 0.297 0.264 0.086
H 3.399 0.966 -2.815 -2.995 1.961 2.992
H 3.474 0.599 3.816 -0.417 -0.012 0.344
H -4.020 0.545 2.994 0.618 -0.186 -0.293
H -0.949 -4.374 -3.320 0.215 -0.366 0.233
H 1.497 -0.858 -0.634 0.565 -4.841 -0.292
H -4.850 2.348 1.801 -1.174 0.215 0.015
H -2.489 -3.609 -3.441 -0.135 0.109 0.276
H -0.504 -2.452 0.074 0.278 0.273 -0.246
H -3.044 -0.155 -0.068 0.195 0.329 -0.219
H 1.398 -3.223 -4.043 -2.916 -1.783 -2.226
H 3.930 3.074 2.889 -0.242 -0.256 0.125
H 0.632 -1.104 3.134 -0.238 0.163 0.079
H -0.843 -0.613 1.238 -0.146 0.519 -0.222
H 2.657 -3.621 -2.849 2.020 -3.119 2.359
H 1.122 4.824 -1.320 -0.054 -0.254 -0.002
H -1.681 1.493 -1.045 0.104 0.140 -0.180
H -4.392 -3.165 -0.365 0.172 0.059 0.071
H -2.808 -1.832 0.273 -0.195 -0.083 0.050
H -5.005 -3.565 1.258 0.160 0.208 0.075
H -0.332 -4.129 -0.340 -0.495 -0.190 -0.404
H 0.560 0.532 -1.105 -3.562 1.045 -2.895
H 3.063 4.607 2.732 0.023 -0.073 -0.029
H -6.285 -1.458 1.288 0.082 0.267 0.283
H 4.973 0.216 -3.039 3.757 -1.954 2.463
H -4.044 1.683 0.562 0.423 -0.747 -0.180
H 3.595 -0.261 -4.084 -1.872 -3.253 -2.371
H 0.906 3.952 0.248 -0.044 -0.187 -0.121
H 4.387 1.320 -4.214 1.205 2.817 -2.373
H 2.403 3.160 1.931 0.131 -0.216 0.036
H -2.101 0.379 2.169 0.839 0.388 -0.130
H 0.729 -3.039 -1.118 -0.005 0.357 0.100
H 2.807 -2.254 -3.993 2.726 2.040 -2.248
H 1.366 -2.572 3.733 0.224 0.041 -0.093
```
Positions in Å, forces in eV/Å.

Output
Total charge = +1
HOMO energy = -10.1 eV
Kohn-Sham gap = 4.55 eV
E_LUMO = -0.20551 Ha
Max |F| = 5.1 eV Å⁻¹
Electronic energy = -1574.57528 Eh